#P
{"formula": "C5H9IS", "method": "ωB97M-V with the def2-TZVPD basis set", "multiplicity": 1, "species": ["C", "C", "C", "C", "C", "S", "I", "H", "H", "H", "H", "H", "H", "H", "H", "H"], "positions_angstrom": [[1.372, 0.621, 0.327], [0.643, -0.469, 1.151], [0.328, 1.192, -0.548], [-0.272, -1.138, 0.119], [-0.826, 0.120, -0.714], [-2.415, 0.619, -0.155], [-1.019, -0.452, -2.858], [1.845, 1.357, 0.885], [2.123, 0.100, -0.281], [1.223, -1.211, 1.658], [0.015, -0.046, 1.831], [-0.111, 2.051, -0.191], [0.667, 1.375, -1.475], [0.263, -1.907, -0.413], [-1.115, -1.599, 0.552], [-2.722, -0.614, 0.110]], "nbo_charge": [-0.40, -0.40, -0.45, -0.43, -0.22, 0.06, 0.03, 0.22, 0.20, 0.21, 0.20, 0.21, 0.22, 0.22, 0.20, 0.11]}



#Q
{"formula": "C5H9IS", "method": "ωB97M-V with the def2-TZVPD basis set", "multiplicity": 1, "species": ["C", "C", "C", "C", "C", "S", "I", "H", "H", "H", "H", "H", "H", "H", "H", "H"], "positions_angstrom": [[-1.477, -1.746, -0.117], [-0.424, -1.025, 0.816], [-2.157, -0.735, -0.963], [1.488, 1.059, 0.437], [2.360, 1.963, -0.360], [0.352, 0.106, -0.406], [-3.775, 0.260, 0.127], [-0.875, -2.437, -0.879], [-2.123, -2.254, 0.532], [-0.761, -0.234, 1.548], [0.214, -1.858, 1.408], [-2.268, -1.026, -1.972], [1.546, 1.337, 1.437], [3.303, 1.440, -0.551], [2.580, 2.827, 0.280], [2.016, 2.322, -1.337]], "nbo_charge": [-0.54, -0.53, -0.26, -0.41, -0.66, 0.38, 0.07, 0.22, 0.23, 0.23, 0.23, 0.18, 0.20, 0.22, 0.22, 0.22]}



It is #Q that is the least stable of them.



#P
{"formula": "C2H11N2O2", "method": "ωB97M-V with the def2-TZVPD basis set", "total_charge": 1, "multiplicity": 1, "species": ["C", "N", "C", "N", "H", "H", "H", "H", "H", "H", "H", "H", "H", "O", "H", "H", "O"], "positions_angstrom": [[0.144, 1.538, -0.531], [0.767, 0.555, 0.268], [2.070, 0.436, 0.398], [2.799, 0.099, 1.510], [-0.019, 2.302, 0.163], [0.685, 1.684, -1.396], [-0.786, 1.082, -1.037], [-0.051, -0.012, 0.521], [2.558, 1.233, -0.191], [2.623, -0.723, 2.228], [3.686, 0.681, 1.680], [-3.395, -0.687, -2.174], [-4.127, -0.675, -0.874], [-3.235, -0.809, -1.196], [-0.940, -2.908, 0.494], [-1.841, -1.875, -0.125], [-0.939, -1.920, 0.263]], "nbo_charge": [-0.43, -0.50, 0.40, -0.77, 0.23, 0.22, 0.24, 0.48, 0.21, 0.46, 0.45, 0.49, 0.49, -0.97, 0.49, 0.51, -0.99]}



#Q
{"formula": "C2H11N2O2", "method": "ωB97M-V with the def2-TZVPD basis set", "total_charge": 1, "multiplicity": 1, "species": ["C", "N", "C", "N", "H", "H", "H", "H", "H", "H", "H", "H", "H", "O", "H", "H", "O"], "positions_angstrom": [[1.076, 1.872, 1.017], [1.077, 0.523, 0.438], [1.711, 0.195, -0.644], [1.676, -1.011, -1.144], [0.972, 2.628, 0.240], [2.005, 2.131, 1.528], [0.268, 1.988, 1.728], [0.694, -0.093, 1.109], [2.406, 0.877, -1.112], [0.913, -1.660, -1.022], [2.296, -1.324, -1.871], [-1.544, -1.541, -0.579], [-1.409, -0.670, -1.999], [-1.019, -1.139, -1.263], [-3.708, -1.658, 0.846], [-4.054, -0.238, 1.444], [-3.358, -0.879, 1.285]], "nbo_charge": [-0.43, -0.50, 0.40, -0.71, 0.22, 0.22, 0.24, 0.43, 0.22, 0.45, 0.43, 0.51, 0.51, -1.01, 0.48, 0.49, -0.97]}



#R
{"formula": "C2H11N2O2", "method": "ωB97M-V with the def2-TZVPD basis set", "total_charge": 1, "multiplicity": 1, "species": ["C", "C", "N", "N", "H", "H", "H", "H", "H", "H", "H", "H", "H", "O", "H", "H", "O"], "positions_angstrom": [[-0.740, -1.036, 0.364], [-1.665, -0.681, -0.544], [-2.566, 0.399, -0.642], [0.228, 0.053, 0.624], [-0.866, -1.819, 1.093], [-2.044, -1.476, -1.216], [-2.665, 0.931, -1.493], [-3.435, 0.028, -0.285], [0.289, 0.518, 1.548], [0.074, 0.947, 0.090], [1.141, -0.351, 0.429], [3.354, -2.684, 1.011], [3.300, -1.277, 0.335], [2.905, -1.823, 1.022], [0.973, 2.574, -1.532], [1.070, 3.212, -0.169], [0.647, 2.484, -0.635]], "nbo_charge": [-0.11, 0.07, -0.89, -0.73, 0.27, 0.19, 0.40, 0.41, 0.43, 0.48, 0.45, 0.50, 0.47, -0.97, 0.50, 0.50, -0.97]}



#S
{"formula": "C2H11N2O2", "method": "ωB97M-V with the def2-TZVPD basis set", "total_charge": 1, "multiplicity": 1, "species": ["C", "C", "N", "N", "H", "H", "H", "H", "H", "H", "H", "H", "H", "O", "H", "H", "O"], "positions_angstrom": [[0.144, 1.111, -0.151], [0.060, 1.632, -1.382], [0.443, 0.992, -2.545], [0.355, -0.205, 0.499], [-0.007, 1.934, 0.501], [-0.434, 2.607, -1.512], [-0.038, 0.204, -2.824], [0.306, 1.621, -3.368], [1.363, -0.217, 0.965], [0.080, -1.137, -0.133], [-0.215, -0.093, 1.343], [0.460, 0.157, 3.534], [-0.901, -0.041, 4.165], [-0.469, -0.194, 3.276], [-0.876, -2.692, -0.202], [-0.059, -3.232, -1.348], [-0.211, -2.448, -0.817]], "nbo_charge": [-0.19, 0.05, -0.81, -0.76, 0.22, 0.23, 0.38, 0.39, 0.44, 0.49, 0.47, 0.48, 0.51, -0.97, 0.49, 0.53, -0.94]}



It is #R that is the least stable of them.



#P
{"formula": "C5H12O", "method": "ωB97M-V with the def2-TZVPD basis set", "total_charge": 1, "multiplicity": 2, "species": ["C", "C", "C", "C", "C", "H", "H", "H", "H", "H", "H", "H", "H", "H", "H", "H", "H", "O"], "positions_angstrom": [[-0.253, -1.589, 0.105], [0.836, -0.558, 0.066], [0.820, 0.238, -1.251], [-0.226, 0.203, -2.140], [1.989, 1.206, -1.496], [-1.247, -1.095, 0.072], [-0.339, -2.405, -0.604], [-0.178, -1.968, 1.193], [0.942, 0.211, 0.829], [1.763, -1.144, 0.013], [-0.358, 1.208, -2.548], [-0.961, -0.573, -2.345], [2.855, 0.513, -1.447], [1.850, 1.563, -2.499], [2.113, 1.826, -0.592], [-2.639, 1.177, 3.850], [-3.562, 0.118, 4.370], [-3.405, 1.068, 4.423]], "mulliken_spin": [0.04, 0.04, 0.26, 0.48, 0.03, -0.01, 0.00, 0.00, 0.01, 0.04, 0.04, 0.04, 0.02, 0.00, 0.03, 0.00, 0.00, 0.00]}



#Q
{"formula": "C5H12O", "method": "ωB97M-V with the def2-TZVPD basis set", "total_charge": 1, "multiplicity": 2, "species": ["C", "C", "C", "C", "C", "H", "H", "H", "H", "H", "H", "H", "H", "H", "H", "H", "H", "O"], "positions_angstrom": [[1.718, -0.758, -0.461], [0.456, 0.015, -0.571], [-0.773, -0.565, -0.177], [-2.092, -0.038, -0.516], [0.519, 1.338, -1.203], [1.584, -1.561, 0.277], [1.856, -1.279, -1.413], [2.557, -0.126, -0.184], [-0.752, -1.566, 0.226], [-2.117, 0.178, -1.588], [-2.291, 0.862, 0.078], [-2.864, -0.734, -0.217], [0.847, 2.080, -0.480], [1.179, 1.330, -2.060], [-0.450, 1.685, -1.555], [0.102, 0.390, 2.919], [0.521, -0.996, 3.296], [0.001, -0.254, 3.628]], "mulliken_spin": [0.03, 0.35, 0.35, 0.03, 0.02, 0.00, 0.05, 0.02, 0.02, 0.03, 0.05, 0.00, 0.04, 0.02, 0.00, 0.00, 0.00, 0.00]}



It is #P that is the least stable of them.



#P
{"formula": "C2H6NP", "method": "ωB97M-V with the def2-TZVPD basis set", "multiplicity": 1, "species": ["C", "C", "N", "P", "H", "H", "H", "H", "H", "H"], "positions_angstrom": [[0.553, 0.993, 0.596], [-1.050, -0.910, 0.092], [0.253, -0.443, 0.341], [1.739, -0.104, -0.328], [-0.021, 1.536, -0.146], [0.776, 1.068, 1.654], [-1.233, -1.609, 0.839], [-1.735, -0.021, 0.141], [-1.092, -1.288, -0.942], [1.810, 0.778, -2.248]], "nbo_charge": [-0.51, -0.41, -0.72, 0.82, 0.22, 0.23, 0.21, 0.19, 0.21, -0.24]}



#Q
{"formula": "C2H6NP", "method": "ωB97M-V with the def2-TZVPD basis set", "multiplicity": 1, "smiles": "CP1CN1", "species": ["C", "C", "N", "P", "H", "H", "H", "H", "H", "H"], "positions_angstrom": [[0.074, -0.770, -1.028], [0.417, 0.635, 1.394], [-1.005, 0.163, -0.950], [0.482, 0.917, -0.428], [-0.059, -1.770, -0.285], [0.469, -1.174, -1.923], [0.300, -0.476, 1.375], [-0.524, 1.002, 1.804], [1.402, 1.098, 1.723], [-1.556, 0.374, -1.683]], "nbo_charge": [-0.48, -0.97, -0.88, 0.85, 0.17, 0.20, 0.24, 0.25, 0.24, 0.38]}



#R
{"formula": "C2H6NP", "method": "ωB97M-V with the def2-TZVPD basis set", "multiplicity": 1, "smiles": "C1=NC1.P", "species": ["C", "C", "N", "P", "H", "H", "H", "H", "H", "H"], "positions_angstrom": [[2.141, -1.546, 0.359], [1.211, -0.497, -0.061], [2.122, -0.563, 1.132], [-1.819, 0.535, -0.584], [-2.861, 1.489, -0.522], [2.803, -2.262, -0.040], [1.446, 0.281, -0.707], [0.066, -0.529, 0.210], [-2.284, -0.664, 0.020], [-1.156, 0.833, 0.576]], "nbo_charge": [0.05, -0.32, -0.28, 0.00, 0.00, 0.21, 0.18, 0.16, 0.01, -0.01]}



It is #P that is the least stable of them.



#P
{"formula": "C8H24O8", "method": "ωB97M-V with the def2-TZVPD basis set", "multiplicity": 1, "smiles": "OCCO.OCCO.OCCO.OCCO", "species": ["C", "C", "O", "O", "H", "H", "H", "H", "H", "H", "C", "C", "O", "O", "H", "H", "H", "H", "H", "H", "C", "C", "O", "O", "H", "H", "H", "H", "H", "H", "C", "C", "O", "O", "H", "H", "H", "H", "H", "H"], "positions_angstrom": [[3.894, 0.726, -0.818], [3.836, -0.786, -0.850], [5.100, -1.388, -0.942], [4.288, 1.211, 0.479], [2.920, 1.156, -1.057], [4.664, 1.055, -1.523], [3.312, -0.952, -1.805], [3.188, -1.110, -0.034], [4.956, -2.337, -0.863], [5.021, 1.820, 0.387], [0.549, -3.486, -0.206], [1.592, -3.581, -1.311], [2.825, -3.978, -0.741], [0.994, -2.590, 0.820], [0.436, -4.476, 0.246], [-0.372, -3.063, -0.608], [1.756, -2.604, -1.769], [1.301, -4.198, -2.166], [2.951, -4.921, -0.624], [1.955, -2.708, 0.868], [-5.420, 2.932, 0.561], [-4.977, 1.502, 0.257], [-3.673, 1.421, -0.272], [-5.559, 3.722, -0.606], [-4.634, 3.330, 1.216], [-6.360, 2.893, 1.116], [-5.669, 1.028, -0.441], [-5.087, 0.954, 1.206], [-3.114, 1.936, 0.331], [-4.894, 4.412, -0.589], [-0.652, 2.158, 1.030], [-0.392, 0.807, 0.388], [0.002, -0.054, 1.438], [-1.783, 2.084, 1.901], [-0.830, 2.983, 0.344], [0.237, 2.414, 1.619], [0.402, 0.884, -0.358], [-1.359, 0.487, -0.020], [0.339, -0.895, 1.085], [-1.742, 1.210, 2.312]], "nbo_charge": [-0.08, -0.08, -0.71, -0.73, 0.17, 0.18, 0.15, 0.16, 0.48, 0.47, -0.09, -0.10, -0.76, -0.74, 0.17, 0.19, 0.19, 0.18, 0.49, 0.49, -0.09, -0.08, -0.73, -0.72, 0.16, 0.17, 0.18, 0.15, 0.48, 0.47, -0.09, -0.11, -0.76, -0.74, 0.18, 0.18, 0.16, 0.18, 0.51, 0.49]}



#Q
{"formula": "C8H24O8", "method": "ωB97M-V with the def2-TZVPD basis set", "multiplicity": 1, "smiles": "OCCO.OCCO.OCCO.OCCO", "species": ["C", "C", "O", "O", "H", "H", "H", "H", "H", "H", "C", "C", "O", "O", "H", "H", "H", "H", "H", "H", "C", "C", "O", "O", "H", "H", "H", "H", "H", "H", "C", "C", "O", "O", "H", "H", "H", "H", "H", "H"], "positions_angstrom": [[-2.415, -0.098, 0.750], [-1.116, -0.443, 0.011], [-0.515, 0.740, -0.477], [-2.277, 1.101, 1.528], [-2.682, -0.860, 1.490], [-3.262, 0.048, 0.065], [-1.403, -1.116, -0.806], [-0.456, -1.023, 0.651], [-1.036, 1.072, -1.225], [-1.535, 1.587, 1.129], [1.680, -2.939, 3.318], [2.118, -2.922, 1.874], [1.590, -4.024, 1.120], [2.392, -3.843, 4.126], [0.611, -3.127, 3.417], [1.786, -1.889, 3.627], [3.202, -2.913, 1.736], [1.777, -2.037, 1.338], [2.074, -4.807, 1.404], [2.922, -3.388, 4.781], [3.157, 1.887, 0.524], [3.611, 0.431, 0.413], [2.713, -0.177, -0.523], [1.924, 1.891, 1.254], [3.084, 2.242, -0.507], [3.859, 2.554, 1.042], [3.583, -0.144, 1.338], [4.615, 0.399, -0.008], [1.824, 0.140, -0.297], [1.324, 2.416, 0.710], [-4.022, 1.620, -3.359], [-2.483, 1.589, -3.346], [-1.973, 2.418, -2.335], [-4.514, 2.872, -3.783], [-4.304, 1.320, -2.341], [-4.361, 0.841, -4.053], [-2.207, 1.924, -4.355], [-2.123, 0.570, -3.223], [-2.083, 3.360, -2.468], [-5.077, 2.728, -4.541]], "nbo_charge": [-0.09, -0.10, -0.76, -0.73, 0.18, 0.15, 0.17, 0.19, 0.50, 0.48, -0.10, -0.10, -0.72, -0.73, 0.18, 0.17, 0.17, 0.19, 0.47, 0.48, -0.10, -0.08, -0.74, -0.73, 0.18, 0.17, 0.17, 0.18, 0.48, 0.48, -0.09, -0.08, -0.75, -0.72, 0.17, 0.16, 0.17, 0.18, 0.50, 0.48]}



It is #Q that is the least stable of them.